1.
Density functional theory data (ωB97M-V with the def2-TZVPD basis set) for one molecule with the formula CH3N5 in a non-equilibrium geometry.

```
9
CH3N5 | the Open Molecules 2025 dataset | ωB97M-V with the def2-TZVPD basis set
N 0.73 1.31 0.27
N 0.06 0.13 -0.16
C 0.29 -1.17 0.08
N -0.87 -1.75 0.08
N -1.71 -0.73 -0.45
N -1.11 0.40 -0.57
H 0.28 1.89 0.94
H 1.10 1.71 -0.66
H 1.24 -1.78 0.47
```

**Kohn-Sham gap**: 0.413 hartree
**Charge**: 0
**Molar mass**: 85.1 g mol⁻¹
**Spin multiplicity**: 1
**Energy above the lowest of the compared OMol25 structures with the same formula, charge and spin**: 63.7 kcal per mole

2.
Density functional theory data (ωB97M-V with the def2-TZVPD basis set) for a 2-piece molecular cluster, CH3N5 overall in a non-equilibrium geometry.

```
9
CH3N5 | the Open Molecules 2025 dataset | ωB97M-V with the def2-TZVPD basis set
N 1.63 -0.87 -0.56
C 1.14 0.12 0.20
N 0.77 0.96 0.91
N -2.11 1.18 0.59
N -1.75 0.15 0.03
N -1.45 -0.75 -0.59
H 2.57 -0.70 -0.89
H 1.00 -1.25 -1.26
H -1.81 1.17 1.56
```

**Kohn-Sham gap**: 0.394 hartree
**Charge**: 0
**Molar mass**: 85.1 g mol⁻¹
**Spin multiplicity**: 1
**Energy above the lowest of the compared OMol25 structures with the same formula, charge and spin**: 30.5 kcal per mole